No. 1
{
  "formula": "C3H5NS",
  "method": "the ωB97M-V functional and the def2-TZVPD basis",
  "symbols": ["C", "C", "C", "N", "S", "H", "H", "H", "H", "H"],
  "coordinates": [[2.385, 0.205, -0.034], [-2.647, 0.102, -0.079], [1.098, -0.137, 0.071], [-1.473, -0.287, 0.138], [-0.275, 1.006, -0.024], [3.144, -0.603, -0.110], [2.835, 1.119, 0.092], [-3.312, -0.632, -0.307], [-3.112, 1.136, -0.013], [0.492, -1.091, -0.086]],
  "forces_ev_per_a": [[-0.308, -3.625, 0.337], [-6.532, 5.071, -1.070], [-1.597, 0.260, -1.199], [8.739, -0.074, 2.052], [-0.667, -1.988, -0.056], [-0.725, 0.394, 0.021], [0.310, 2.371, 0.047], [-1.961, -1.969, -1.340], [0.850, -1.138, 0.658], [1.890, 0.698, 0.551]],
  "mulliken_spin": [0.126, 0.732, -0.065, 0.495, 0.628, 0.003, -0.002, 0.043, 0.028, 0.011],
  "relative_energy_kj_mol": 243.9,
  "spin_multiplicity": 3,
  "e_lumo_ev": [0.8, -2.5],
  "s2": 2.017,
  "orbital_gap_ev": [6.14, 6.92],
  "homo_ev": [-5.37, -9.45]
}

=====

No. 2
{
  "formula": "C25H41FeN3P2",
  "method": "the ωB97M-V functional and the def2-TZVPD basis",
  "symbols": ["Fe", "C", "C", "C", "C", "C", "C", "H", "H", "H", "C", "H", "H", "H", "C", "H", "H", "H", "C", "H", "H", "H", "C", "H", "H", "H", "C", "C", "C", "C", "C", "C", "C", "C", "H", "H", "H", "H", "H", "H", "H", "H", "H", "H", "H", "H", "P", "C", "C", "P", "C", "C", "C", "H", "H", "H", "H", "H", "H", "H", "H", "H", "H", "H", "H", "H", "H", "N", "C", "N", "C", "N"],
  "coordinates": [[-3.984, -0.517, -1.187], [1.834, -0.138, -1.316], [1.392, 1.207, -1.445], [1.221, 0.581, 0.770], [1.740, -0.515, 0.049], [0.990, 1.640, -0.153], [2.184, -1.044, -2.419], [2.393, -0.494, -3.347], [1.343, -1.757, -2.651], [3.019, -1.722, -2.173], [2.109, -1.857, 0.533], [1.407, -2.620, 0.148], [2.076, -1.917, 1.624], [3.112, -2.148, 0.183], [0.957, 0.685, 2.214], [1.647, 1.405, 2.683], [1.054, -0.282, 2.718], [-0.066, 1.049, 2.408], [0.404, 2.950, 0.196], [0.990, 3.473, 0.972], [-0.625, 2.828, 0.598], [0.346, 3.597, -0.690], [1.375, 1.982, -2.699], [2.352, 2.430, -2.947], [0.648, 2.800, -2.643], [1.110, 1.325, -3.539], [-4.842, -1.996, -1.687], [-3.834, -1.623, -2.660], [-4.232, -0.948, -3.957], [-3.876, 0.567, -3.868], [-3.421, 0.930, -2.431], [-4.568, 1.223, -1.384], [-5.905, 0.452, -1.567], [-6.051, -1.117, -1.579], [-5.306, -1.041, -4.245], [-4.745, 1.187, -4.128], [-3.633, -1.384, -4.765], [-6.710, -1.315, -2.427], [-4.869, -2.915, -1.101], [-2.772, -1.952, -2.648], [-6.637, -1.398, -0.695], [-6.555, 0.791, -0.741], [-4.853, 2.262, -1.578], [-6.367, 0.804, -2.509], [-3.054, 0.825, -4.566], [-2.840, 1.859, -2.473], [-0.365, -2.097, -3.630], [-0.445, -3.735, -2.828], [-0.934, -2.457, -5.331], [-3.056, 2.467, 0.855], [-3.966, 1.074, 0.072], [-3.809, 3.880, -0.064], [-4.062, 2.449, 2.390], [-0.354, -3.623, -1.729], [0.463, -4.223, -3.223], [-1.376, -4.280, -3.053], [-1.405, -1.532, -5.725], [-1.658, -3.297, -5.425], [0.037, -2.595, -5.833], [-5.137, 2.327, 2.173], [-3.870, 3.392, 2.920], [-3.725, 1.598, 3.009], [-4.655, 0.607, 0.778], [-2.662, 0.196, -2.043], [-3.244, 4.759, 0.278], [-4.868, 3.989, 0.190], [-3.678, 3.791, -1.145], [-2.863, -1.507, -0.056], [-2.286, -2.286, 0.625], [-1.654, -3.170, 1.317], [-0.729, -2.762, 2.171], [0.066, -2.392, 2.946]],
  "forces_ev_per_a": [[3.799, -0.296, 7.064], [-0.261, -0.130, -0.196], [0.263, -0.279, 0.176], [-0.203, 0.541, 0.200], [0.214, -0.502, -0.492], [-0.110, 0.345, 0.121], [0.639, -0.600, -0.053], [-0.023, -0.322, 0.251], [1.046, 0.984, 0.508], [-0.003, 0.466, -0.002], [0.139, -0.345, 0.467], [0.181, 0.269, 0.078], [0.001, -0.074, -0.246], [-0.255, 0.139, 0.017], [-0.120, -0.258, 0.585], [-0.156, -0.120, -0.158], [0.010, 0.248, -0.100], [0.282, -0.004, -0.164], [0.020, 0.367, -0.115], [-0.135, -0.237, -0.223], [0.510, -0.051, -0.139], [0.027, -0.090, 0.333], [-0.281, 0.244, -0.446], [-0.200, -0.189, 0.235], [0.184, -0.183, -0.106], [0.016, 0.216, 0.148], [0.185, -2.406, -1.997], [-1.271, -2.152, -1.573], [0.036, 0.913, -0.375], [0.397, 0.133, 0.009], [0.295, 1.746, -1.854], [-1.327, 3.982, 1.189], [-1.139, 0.895, -0.618], [-1.742, -0.973, -0.320], [0.771, -0.261, 0.429], [0.297, -0.037, -0.076], [-0.326, -0.043, 0.048], [-0.055, 0.020, -0.023], [0.421, 0.383, 0.026], [-1.103, -0.768, -0.035], [0.333, -0.070, -0.169], [0.383, 0.000, -0.403], [0.014, -0.380, -0.110], [0.309, -0.107, 0.496], [-0.483, -0.060, 0.310], [-0.007, -0.188, 0.269], [-1.841, 0.330, -0.250], [0.231, 0.111, 0.296], [-0.316, 0.279, 0.035], [-0.441, -0.923, -0.542], [-0.846, -0.439, -2.221], [0.301, 0.267, 0.573], [0.093, 0.090, 0.223], [0.024, -0.133, -0.551], [-0.494, -0.515, 0.302], [0.530, 0.063, -0.036], [0.355, -0.533, 0.047], [0.784, 0.415, -0.070], [-0.639, -0.355, -0.509], [0.410, 0.198, 0.107], [-0.177, -0.317, 0.096], [-0.144, 0.446, -0.171], [-0.238, 0.227, -0.021], [0.478, 0.393, -0.507], [-0.356, 0.038, -0.212], [0.112, 0.070, -0.164], [0.081, 0.067, 0.171], [1.370, -1.991, 1.559], [-0.318, 0.942, -0.671], [-0.289, 0.356, -0.584], [0.664, 0.816, 1.164], [-0.906, -0.667, -1.031]],
  "mulliken_spin": [2.019, 0.274, 0.357, 0.343, 0.361, 0.297, 0.064, -0.006, 0.064, 0.014, 0.002, 0.034, -0.003, 0.022, 0.002, 0.032, -0.001, 0.024, 0.037, 0.028, 0.013, -0.003, 0.025, 0.031, 0.007, 0.009, -0.044, -0.283, 0.012, 0.031, 0.013, 0.058, 0.027, 0.114, 0.001, 0.003, -0.020, -0.005, 0.001, 0.125, -0.002, -0.005, 0.035, 0.010, -0.005, 0.000, 0.878, -0.006, -0.005, 0.002, -0.181, -0.001, -0.004, -0.004, 0.033, 0.011, 0.008, 0.006, 0.037, 0.001, 0.000, 0.000, 0.012, 0.019, 0.000, 0.000, 0.001, 0.040, 0.022, 0.015, -0.004, 0.006],
  "charge": 1,
  "spin_multiplicity": 6,
  "e_lumo_ev": [-2.3, -5.2],
  "s2": 8.831,
  "orbital_gap_ev": [7.65, 5.10],
  "homo_ev": [-9.97, -10.31]
}

=====

No. 3
{
  "formula": "C11H26N3OP2W",
  "method": "the ωB97M-V functional and the def2-TZVPD basis",
  "symbols": ["C", "C", "C", "C", "C", "W", "P", "H", "H", "H", "H", "H", "H", "H", "H", "C", "N", "C", "P", "O", "N", "C", "C", "N", "C", "C", "H", "H", "H", "H", "H", "H", "H", "H", "H", "H", "H", "H", "H", "H", "H", "H", "H", "H"],
  "coordinates": [[0.936, 1.919, -0.225], [0.571, 1.742, 1.146], [-0.857, 1.827, 1.257], [-1.403, 2.069, -0.058], [-0.314, 2.118, -0.992], [-0.242, 0.016, -0.300], [1.745, -1.155, -0.613], [1.928, 2.066, -0.614], [1.269, 1.604, 1.970], [-1.431, 1.680, 2.169], [-0.362, 2.358, -2.046], [-2.452, 2.242, -0.290], [2.062, -2.190, 0.309], [2.990, -0.465, -0.515], [1.930, -1.834, -1.876], [-3.728, -1.821, -1.155], [-2.332, -2.227, -1.235], [-1.541, -1.180, -1.937], [-1.649, -3.155, 0.001], [-0.874, -2.495, 1.116], [-2.913, -3.978, 0.757], [-2.848, -3.939, 2.235], [-3.521, -5.206, 0.222], [-0.533, -4.029, -0.895], [0.476, -4.776, -0.142], [-0.854, -4.633, -2.188], [-4.125, -1.809, -2.178], [-3.823, -0.813, -0.733], [-4.303, -2.513, -0.541], [-1.716, -0.106, -1.500], [-0.510, -1.478, -2.166], [-2.047, -1.059, -2.904], [-2.958, -2.908, 2.593], [-3.663, -4.545, 2.658], [-1.885, -4.327, 2.600], [-4.370, -5.490, 0.857], [-3.892, -5.052, -0.799], [-2.795, -6.037, 0.219], [0.057, -5.714, 0.250], [1.314, -5.007, -0.814], [0.853, -4.184, 0.694], [-1.575, -5.462, -2.084], [-1.273, -3.894, -2.884], [0.080, -5.027, -2.615]],
  "forces_ev_per_a": [[-1.454, 0.023, -1.029], [-0.496, -0.708, 0.116], [0.010, -0.277, -1.368], [0.203, 0.012, 1.065], [0.877, -0.088, 0.698], [0.181, 1.979, 1.882], [1.706, -1.213, 0.210], [0.050, -0.112, -0.035], [-0.286, 0.030, -0.234], [0.140, 0.048, -0.284], [-0.066, 0.087, 0.172], [0.300, -0.086, 0.135], [0.044, -0.024, -0.465], [-0.483, -0.108, -0.198], [0.078, 0.240, 0.673], [-0.347, 0.101, -0.309], [0.596, 0.497, 0.620], [-1.414, -1.308, -0.273], [0.539, -0.356, 0.544], [-0.369, 1.274, -1.375], [0.443, 0.150, -0.423], [0.169, 0.111, 0.309], [0.335, -0.009, -0.182], [-0.405, 0.353, 0.116], [0.065, -0.202, 0.104], [-0.211, -0.187, -0.189], [-0.129, 0.022, 0.243], [-0.052, -0.044, 0.031], [0.123, 0.100, -0.139], [-0.119, -0.742, -0.304], [-0.239, -0.075, 0.087], [0.364, 0.332, 0.094], [0.060, -0.347, -0.090], [0.249, 0.209, -0.314], [-0.380, 0.066, 0.045], [0.246, 0.142, -0.250], [0.107, -0.016, 0.165], [-0.315, 0.116, -0.039], [0.243, 0.063, -0.074], [-0.228, 0.006, 0.214], [-0.161, -0.074, -0.107], [0.282, 0.141, -0.173], [0.110, -0.232, 0.265], [-0.364, 0.104, 0.066]],
  "mulliken_spin": [-0.094, -0.046, 0.029, -0.060, 0.082, 1.894, -0.020, 0.004, 0.006, 0.010, 0.036, 0.006, 0.006, 0.012, 0.038, 0.000, -0.005, 0.232, -0.050, 0.012, 0.000, 0.000, 0.001, 0.003, 0.001, 0.001, 0.002, -0.001, 0.000, 0.036, -0.127, -0.009, 0.000, 0.000, 0.001, 0.000, 0.000, 0.000, 0.000, 0.001, -0.001, 0.001, 0.001, 0.000],
  "charge": 1,
  "relative_energy_kj_mol": 69.7,
  "spin_multiplicity": 3,
  "e_lumo_ev": [-2.5, -3.8],
  "s2": 2.012,
  "orbital_gap_ev": [8.40, 6.52],
  "homo_ev": [-10.94, -10.27]
}

=====

No. 4
{
  "formula": "C2H7O4",
  "method": "the ωB97M-V functional and the def2-TZVPD basis",
  "symbols": ["O", "C", "O", "C", "H", "H", "H", "H", "H", "O", "H", "H", "O"],
  "coordinates": [[-0.249, 1.083, -1.856], [0.274, 0.499, -0.898], [-0.301, -0.158, 0.014], [1.822, 0.503, -0.809], [2.181, -0.520, -0.731], [2.157, 1.024, 0.094], [2.262, 0.998, -1.672], [-2.161, -0.779, -0.400], [-2.080, -2.261, -0.579], [-2.696, -1.589, -0.279], [-0.548, 1.157, 2.365], [-0.264, -0.256, 1.976], [-0.396, 0.299, 2.776]],
  "forces_ev_per_a": [[-0.127, 0.133, -0.034], [0.597, -0.189, -0.159], [-0.308, -0.039, 0.144], [-0.127, 0.308, 0.113], [0.051, -0.149, -0.036], [-0.135, -0.047, -0.005], [0.000, -0.038, -0.084], [0.229, -0.090, 0.326], [0.067, -0.054, 0.057], [-0.248, 0.087, -0.273], [-0.032, -0.090, 0.009], [-0.110, 0.382, 0.112], [0.143, -0.214, -0.169]],
  "lowdin_charge": [-0.060, -0.758, -0.119, -0.046, 0.053, 0.058, 0.050, 0.004, 0.011, -0.105, 0.016, 0.007, -0.112],
  "charge": -1,
  "relative_energy_kj_mol": 15.6,
  "e_lumo_ev": 4.1,
  "orbital_gap_ev": 8.90,
  "homo_ev": -4.78
}

=====

Number 1: total energy -570.02561 Eh. Number 2: total energy -3087.27739 Eh. Number 3: total energy -1423.72111 Eh. Number 4: total energy -381.45425 Eh.